1.
The following is a quantum chemistry calculation of 3 unconnected molecules or ions with the total composition C18H37BF7NO6, from the OMol25 dataset.

Geometry as XYZ:
```
70
Properties=species:S:1:pos:R:3
F 0.929 2.023 5.415
F -2.742 2.369 3.973
F -3.358 0.481 4.906
F -1.229 1.960 6.937
F -0.202 1.756 3.603
F -1.042 0.196 5.667
F -0.485 3.534 4.809
O 1.760 -3.534 -1.750
O 1.271 0.520 -0.191
O 3.884 -4.014 -3.909
O 2.194 -6.554 -3.724
O 1.784 1.270 -3.494
O -0.604 2.271 -1.846
N -4.571 3.586 6.067
C 1.934 -2.961 -0.473
C -2.829 1.715 5.179
C -0.637 0.873 -1.615
C 0.653 2.875 -2.102
C 1.708 -7.400 -4.739
C 4.055 -5.154 -3.085
C 2.135 -2.676 -2.811
C -1.351 1.497 5.669
C 1.224 2.569 -3.469
C 2.576 -3.478 -4.015
C -0.255 2.222 4.844
C -5.163 3.813 4.731
C -4.979 5.243 4.212
C 1.749 0.684 1.125
C 3.605 -6.449 -3.723
C -4.933 5.307 2.686
C 1.795 0.690 -4.775
C -0.142 0.449 -0.252
B -3.754 2.448 6.307
H -4.234 4.451 6.476
H 3.578 -5.022 -2.111
H -4.762 3.108 4.004
H 1.668 -3.724 0.257
H -3.705 1.947 7.386
H 1.276 -2.055 -3.102
H 2.626 -2.790 -4.863
H -4.136 4.666 2.292
H 1.299 -2.082 -0.329
H -0.100 0.326 -2.393
H 0.621 -7.365 -4.699
H 0.783 0.645 -5.198
H 5.134 -5.231 -2.931
H 1.526 -0.191 1.749
H 0.429 2.662 -4.220
H -5.804 5.870 4.573
H -4.047 5.660 4.618
H 2.004 3.307 -3.700
H 4.036 -7.285 -3.154
H 2.829 0.809 1.068
H 1.314 1.572 1.594
H 2.977 -2.663 -0.312
H -1.694 0.604 -1.676
H -5.883 4.994 2.240
H 2.039 -7.064 -5.729
H 1.385 2.629 -1.329
H -0.470 -0.586 -0.074
H 2.443 1.237 -5.470
H 2.175 -0.324 -4.667
H 2.949 -2.009 -2.501
H -4.727 6.327 2.345
H 1.841 -4.252 -4.247
H -0.591 1.086 0.519
H 2.035 -8.436 -4.594
H 3.991 -6.497 -4.748
H 0.456 3.948 -2.060
H -6.235 3.596 4.827
```

Results
* multiplicity: 1
* max |F|: 0.0275 hartree/bohr
* E_tot: -1938.04784 Ha
* M: 507.293 u
* LUMO energy: 0.235 eV
* SMILES string: CCCNBC(F)(F)C(F)(F)C(F)(F)F.COCCOCCOC.COCCOCCOC
* gap between HOMO and LUMO: 0.3420 Ha

Need the Löwdin charges? In units of e they are:
1 F 0.19
2 F 0.07
3 F 0.09
4 F 0.12
5 F 0.17
6 F 0.16
7 F 0.18
8 O -0.19
9 O -0.21
10 O -0.12
11 O -0.19
12 O -0.20
13 O -0.12
14 N 0.07
15 C -0.10
16 C -0.33
17 C -0.18
18 C -0.18
19 C -0.12
20 C -0.19
21 C -0.21
22 C -0.36
23 C -0.21
24 C -0.18
25 C -0.56
26 C -0.22
27 C -0.24
28 C -0.11
29 C -0.21
30 C -0.11
31 C -0.11
32 C -0.21
33 B -0.10
34 H 0.12
35 H 0.12
36 H 0.10
37 H 0.09
38 H 0.09
39 H 0.12
40 H 0.12
41 H 0.07
42 H 0.07
43 H 0.12
44 H 0.09
45 H 0.09
46 H 0.13
47 H 0.09
48 H 0.13
49 H 0.11
50 H 0.11
51 H 0.13
52 H 0.13
53 H 0.09
54 H 0.07
55 H 0.09
56 H 0.13
57 H 0.08
58 H 0.09
59 H 0.12
60 H 0.12
61 H 0.09
62 H 0.07
63 H 0.13
64 H 0.07
65 H 0.12
66 H 0.13
67 H 0.09
68 H 0.13
69 H 0.13
70 H 0.12

2.
The following is a quantum chemistry calculation of 7 unconnected molecules or ions with the total composition C18H37Cl2NO17, from the OMol25 dataset.

Geometry as XYZ:
```
75
Properties=species:S:1:pos:R:3
Cl -7.030 -8.147 -2.680
Cl -6.211 -6.447 0.024
O -2.612 0.677 2.398
O 6.220 0.514 2.311
O 2.242 -3.826 -2.545
O 1.640 4.050 -1.706
O 3.917 -3.946 -0.924
O 3.657 8.990 2.769
O -3.121 -1.516 -4.072
O 1.641 -3.609 -0.570
O -4.199 0.197 3.936
O 2.084 8.706 4.375
O -1.792 -2.502 -5.503
O 2.001 7.710 2.247
O -4.457 -0.453 1.749
O -3.615 -3.674 -4.779
O 4.046 0.588 1.780
O 4.792 0.602 4.000
O 3.221 2.640 -2.065
N 2.784 3.680 -1.603
C -3.832 0.241 2.748
C 6.581 0.573 0.955
C 4.928 0.582 2.619
C -7.875 -6.560 -0.550
C -2.091 0.659 1.093
C -1.549 -3.509 -6.501
C -2.915 -2.662 -4.806
C 3.503 0.572 4.557
C 2.563 8.460 3.240
C -7.864 -6.637 -2.085
C 2.736 -3.779 -1.318
C 0.883 6.866 2.516
C 3.714 4.501 -0.713
C 2.903 -4.379 -3.656
C -4.267 -1.428 -3.270
C -5.527 -1.404 2.123
C 1.651 -3.837 0.795
C 4.590 9.679 3.644
H -1.218 1.310 1.059
H -2.815 1.146 0.440
H -2.078 -0.295 0.565
H 0.564 6.311 1.633
H -8.837 -6.627 -2.576
H 0.818 -3.326 1.278
H 3.433 5.490 -1.075
H -5.343 -1.862 3.094
H -2.428 -3.566 -7.144
H 3.615 0.654 5.638
H -4.379 -2.256 -2.570
H 4.691 9.034 4.518
H -4.299 -0.507 -2.689
H -7.255 -5.851 -2.531
H 3.654 -5.126 -3.401
H 3.420 -3.642 -4.271
H 4.794 4.431 -0.837
H -8.191 -7.482 -0.061
H 1.222 6.319 3.395
H 2.612 -3.505 1.188
H 7.340 -0.207 0.903
H 5.752 0.385 0.272
H 5.617 9.689 3.279
H -5.196 -1.546 -3.828
H 2.979 -0.354 4.316
H -5.771 -2.108 1.327
H 2.856 1.354 4.159
H 0.070 7.516 2.840
H 6.974 1.547 0.666
H -8.495 -5.767 -0.131
H 3.422 4.289 0.315
H 2.093 -4.697 -4.313
H -6.468 -0.878 2.284
H -1.391 -4.537 -6.175
H 1.387 -4.884 0.946
H 4.132 10.617 3.956
H -0.619 -3.239 -7.003
```

Results
* multiplicity: 1
* max |F|: 0.0780 hartree/bohr
* E_tot: -2962.08820 Ha
* M: 610.390 u
* LUMO energy: 0.177 eV
* SMILES string: C[N+](=O)[O-].COC(=O)OC.COC(=O)OC.COC(=O)OC.COC(=O)OC.COC(=O)OC.ClCCCl
* gap between HOMO and LUMO: 0.3980 Ha

Need the Löwdin charges? In units of e they are:
1 Cl 0.49
2 Cl 0.54
3 O 0.00
4 O 0.00
5 O 0.00
6 O 0.06
7 O 0.08
8 O 0.00
9 O -0.01
10 O -0.01
11 O 0.08
12 O 0.07
13 O 0.01
14 O -0.04
15 O -0.04
16 O 0.10
17 O 0.10
18 O -0.02
19 O 0.06
20 N -0.45
21 C -0.53
22 C -0.05
23 C -0.54
24 C -0.66
25 C -0.06
26 C -0.04
27 C -0.55
28 C -0.07
29 C -0.57
30 C -0.61
31 C -0.54
32 C -0.03
33 C 0.05
34 C -0.04
35 C -0.08
36 C -0.01
37 C -0.06
38 C -0.01
39 H 0.10
40 H 0.09
41 H 0.10
42 H 0.10
43 H 0.07
44 H 0.09
45 H 0.09
46 H 0.09
47 H 0.10
48 H 0.10
49 H 0.09
50 H 0.09
51 H 0.09
52 H 0.05
53 H 0.10
54 H 0.09
55 H 0.09
56 H 0.06
57 H 0.10
58 H 0.10
59 H 0.10
60 H 0.09
61 H 0.09
62 H 0.09
63 H 0.09
64 H 0.09
65 H 0.09
66 H 0.09
67 H 0.09
68 H 0.07
69 H 0.10
70 H 0.09
71 H 0.09
72 H 0.09
73 H 0.10
74 H 0.10
75 H 0.09